[1]
# C22H19BrCl2N5O2Tc

A molecular structure, C22H19BrCl2N5O2Tc (ωB97M-V/def2-TZVPD, OMol25).

Cartesian coordinates (Å):
Tc (-0.343, 0.592, -0.311)
Cl (6.014, 3.392, 0.417)
C (4.291, 3.157, 0.374)
C (3.798, 1.995, -0.211)
C (2.430, 1.786, -0.245)
N (1.755, 0.720, -0.833)
C (2.191, 0.183, -1.980)
O (3.332, 0.059, -2.411)
C (1.025, -0.122, -2.903)
C (1.228, -0.597, -4.185)
C (0.145, -0.674, -5.043)
C (-1.102, -0.265, -4.598)
C (-1.230, 0.186, -3.295)
N (-0.188, 0.253, -2.470)
C (1.540, 2.745, 0.282)
C (2.048, 3.896, 0.870)
C (3.424, 4.092, 0.912)
Cl (4.024, 5.549, 1.651)
N (0.168, 2.458, 0.156)
C (-0.595, 2.986, 1.283)
O (-0.888, 4.179, 1.378)
C (-0.826, 1.958, 2.235)
C (-1.348, 2.181, 3.531)
C (-1.454, 1.143, 4.405)
C (-1.047, -0.156, 3.995)
C (-0.593, -0.329, 2.708)
N (-0.490, 0.673, 1.826)
H (4.472, 1.263, -0.627)
H (2.232, -0.874, -4.473)
H (0.274, -1.037, -6.055)
H (-1.972, -0.294, -5.239)
H (-2.174, 0.500, -2.872)
H (1.380, 4.643, 1.271)
H (-1.633, 3.192, 3.791)
H (-1.838, 1.306, 5.405)
H (-1.095, -1.006, 4.660)
H (-0.310, -1.305, 2.339)
C (-3.791, 0.942, 1.351)
C (-3.466, 0.474, -0.072)
C (-3.666, -1.040, -0.183)
C (-4.368, 1.209, -1.069)
N (-2.086, 0.736, -0.392)
H (-4.830, 0.705, 1.594)
H (-3.648, 2.020, 1.440)
H (-3.141, 0.453, 2.076)
H (-4.718, -1.281, -0.011)
H (-3.051, -1.562, 0.549)
H (-3.380, -1.397, -1.174)
H (-5.414, 1.134, -0.762)
H (-4.279, 0.781, -2.070)
H (-4.094, 2.263, -1.115)
Br (-0.087, -1.939, -0.238)

Output
Expectation value of S² = 3.7898
Relative energy (zero: lowest compared OMol25 entry of this formula, charge and spin) = 1.375 eV
HOMO energy (alpha / beta) = -2.7 / -4.9 eV
Gap between HOMO and LUMO (alpha / beta) = 5.100 / 6.473 eV
Net charge = -1
LUMO energy (alpha / beta) = 2.40 / 1.55 eV
2S+1 = 4

---

[2]
# H30O15

15 unconnected molecules or ions with the total composition H30O15 in a non-equilibrium geometry (ωB97M-V/def2-TZVPD, OMol25).

Cartesian coordinates (Å):
H (0.040, 0.597, -0.829)
H (-0.912, -0.127, 0.109)
H (2.771, 4.067, 0.040)
H (1.313, 4.399, 0.313)
H (-5.175, 3.204, -0.140)
H (-3.907, 2.890, 0.637)
H (-2.526, 0.733, 3.665)
H (-2.642, -0.766, 3.888)
H (0.353, -0.635, 2.035)
H (0.902, -1.577, 0.976)
H (3.745, 0.270, -1.600)
H (3.592, 0.222, -3.112)
H (-4.779, -3.817, -0.931)
H (-3.502, -3.772, -0.108)
H (1.833, 0.240, -0.786)
H (1.175, -0.752, -1.730)
H (0.969, 2.752, 0.337)
H (1.015, 1.411, 1.051)
H (-2.912, 1.010, -0.750)
H (-1.548, 1.674, -0.853)
H (-5.488, 0.464, -2.163)
H (-5.293, 0.861, -0.708)
H (-0.817, -1.895, -2.156)
H (-1.605, -2.442, -0.977)
H (4.022, 2.112, -0.369)
H (5.445, 1.620, -0.165)
H (3.210, -1.765, 2.208)
H (4.400, -1.980, 3.129)
H (2.538, -3.561, -0.381)
H (3.621, -2.497, -0.304)
O (-0.046, -0.208, -0.306)
O (1.881, 3.921, -0.301)
O (-4.854, 3.027, 0.751)
O (-1.993, -0.059, 3.799)
O (0.187, -1.487, 1.616)
O (3.439, -0.299, -2.315)
O (-4.077, -4.380, -0.587)
O (1.737, 0.031, -1.722)
O (0.539, 1.890, 0.363)
O (-1.996, 0.833, -0.994)
O (-5.164, 0.127, -1.319)
O (-0.884, -2.663, -1.577)
O (4.527, 1.331, -0.115)
O (4.060, -2.216, 2.258)
O (2.808, -2.786, 0.125)

Output
Relative energy (zero: lowest compared OMol25 entry of this formula, charge and spin) = 7.692 eV
HOMO energy = -6.7 eV
Gap between HOMO and LUMO = 6.153 eV
LUMO energy = -0.51 eV

---

[3]
# C9H11NOS

C9H11NOS in the gas phase in a non-equilibrium geometry (ωB97M-V/def2-TZVPD, OMol25).

Cartesian coordinates (Å):
C (1.880, 2.983, 0.128)
C (2.322, 1.735, 0.450)
C (0.526, 3.339, 0.171)
C (1.436, 0.792, 0.782)
C (-0.418, 2.397, 0.486)
C (0.017, 1.069, 0.657)
C (-1.247, -2.666, -1.209)
C (-0.040, -2.481, -0.285)
C (-0.897, 0.042, 0.902)
N (-1.667, -1.787, -2.191)
O (-1.859, -2.306, 1.525)
S (-0.579, -1.689, 1.271)
H (2.681, 3.601, -0.099)
H (3.364, 1.659, 0.504)
H (0.202, 4.450, -0.112)
H (1.878, -0.141, 1.057)
H (-1.379, 2.716, 0.507)
H (-0.814, -3.656, -1.621)
H (-2.159, -2.921, -0.663)
H (0.305, -3.518, -0.004)
H (0.853, -1.980, -0.808)
H (-1.867, 0.163, 1.201)
H (-2.538, -1.801, -2.648)

Output
Relative energy (zero: lowest compared OMol25 entry of this formula, charge and spin) = 6.115 eV
HOMO energy (alpha / beta) = -7.5 / -8.6 eV
Gap between HOMO and LUMO (alpha / beta) = 7.080 / 7.580 eV
LUMO energy (alpha / beta) = -0.40 / -1.04 eV

---

[4]
# C2H5EuFO2

A molecular structure, C2H5EuFO2 in a non-equilibrium geometry (ωB97M-V/def2-TZVPD, OMol25).

Cartesian coordinates (Å):
O (0.537, 0.600, -1.753)
C (-0.558, 0.548, -0.959)
O (-0.283, -0.423, 0.079)
C (-0.866, -0.170, 1.335)
Eu (2.293, -0.584, -1.144)
H (-1.456, 0.168, -1.484)
H (-0.773, 1.518, -0.463)
H (-1.081, -1.128, 1.828)
H (-1.797, 0.410, 1.224)
H (-0.164, 0.401, 1.956)
F (4.148, -1.340, -0.618)

Output
Expectation value of S² = 12.1092
Relative energy (zero: lowest compared OMol25 entry of this formula, charge and spin) = 0.200 eV
HOMO energy (alpha / beta) = -14.2 / -14.3 eV
Gap between HOMO and LUMO (alpha / beta) = 6.597 / 8.680 eV
Net charge = +1
LUMO energy (alpha / beta) = -7.63 / -5.63 eV
2S+1 = 7

---

[5]
# C32H46N2O6S

C32H46N2O6S in the gas phase in a non-equilibrium geometry (ωB97M-V/def2-TZVPD, OMol25).

Cartesian coordinates (Å):
C (5.033, 0.315, 2.401)
C (4.776, 1.804, 1.815)
O (4.767, 2.748, 2.642)
O (4.572, 1.932, 0.416)
C (4.124, 3.268, 0.053)
C (3.535, 3.211, -1.463)
C (2.067, 3.869, -1.592)
C (0.968, 2.823, -2.194)
C (-0.452, 3.268, -1.576)
C (-1.649, 2.223, -1.828)
C (-1.214, 0.850, -2.514)
C (-0.948, 0.882, -4.062)
C (-0.523, -0.369, -4.888)
C (-0.401, -1.721, -4.136)
C (0.027, -3.097, -4.877)
C (-1.291, -4.056, -4.998)
C (-0.936, -5.622, -4.927)
O (-1.287, -6.126, -3.586)
C (-0.672, -1.741, -2.605)
C (-1.056, -0.516, -1.740)
N (-1.332, -0.477, -0.303)
C (-0.383, 0.324, 0.499)
C (0.780, -0.452, 1.274)
O (0.353, -1.060, 2.542)
C (1.643, -1.474, 0.361)
N (1.755, -2.852, 0.984)
C (-1.760, -1.743, 0.290)
C (-2.653, -1.645, 1.589)
C (-3.107, -0.276, 2.267)
C (-2.318, 0.113, 3.610)
C (-3.124, 1.126, 4.577)
C (-2.586, 2.642, 4.333)
O (-1.331, 2.882, 5.043)
C (-0.507, 3.813, 4.343)
C (0.822, 3.315, 3.557)
O (-0.725, 5.054, 4.312)
C (-3.174, -2.959, 2.278)
C (-2.876, -4.388, 1.738)
C (-2.014, -4.488, 0.453)
C (-1.484, -3.176, -0.226)
S (-0.500, -3.408, -1.771)
H (4.120, -0.067, 2.988)
H (5.970, 0.259, 3.050)
H (5.178, -0.407, 1.523)
H (3.354, 3.725, 0.762)
H (5.050, 3.954, 0.070)
H (3.536, 2.143, -1.891)
H (4.231, 3.843, -2.138)
H (1.677, 4.142, -0.535)
H (2.056, 4.833, -2.231)
H (1.272, 1.773, -1.819)
H (0.974, 2.784, -3.336)
H (-0.292, 3.303, -0.428)
H (-0.700, 4.351, -1.875)
H (-2.382, 2.732, -2.566)
H (-2.286, 2.027, -0.881)
H (-1.052, 1.861, -4.653)
H (-0.307, -0.300, -6.017)
H (0.787, -3.648, -4.225)
H (0.457, -2.827, -5.904)
H (-1.993, -3.783, -4.121)
H (-1.886, -3.822, -5.950)
H (-1.608, -6.175, -5.669)
H (0.153, -5.870, -5.164)
H (-0.410, -6.314, -3.182)
H (0.141, 1.097, -0.186)
H (-0.933, 0.970, 1.290)
H (1.540, 0.363, 1.602)
H (0.637, -0.502, 3.293)
H (1.293, -1.509, -0.726)
H (2.737, -1.092, 0.323)
H (2.032, -3.449, 0.178)
H (0.826, -3.203, 1.260)
H (-3.081, 0.621, 1.536)
H (-4.217, -0.404, 2.563)
H (-1.963, -0.834, 4.138)
H (-1.357, 0.682, 3.302)
H (-2.916, 0.866, 5.676)
H (-4.252, 1.113, 4.404)
H (-3.380, 3.360, 4.733)
H (-2.422, 2.792, 3.208)
H (1.578, 4.175, 3.430)
H (0.479, 2.960, 2.518)
H (1.326, 2.450, 4.122)
H (-3.813, -2.906, 3.235)
H (-3.263, -5.354, 2.193)
H (-1.807, -5.531, 0.011)

Output
SMILES = CC(=O)OCCCCCCc1ccc(CCCO)c2c1N(C[C@@H](O)CN)c1c(CCCCOC(C)=O)cccc1S2
HOMO energy = -7.5 eV
Gap between HOMO and LUMO = 7.896 eV
LUMO energy = 0.35 eV

---

[6]
# C16H27N3O3

C16H27N3O3 in the gas phase in a non-equilibrium geometry (ωB97M-V/def2-TZVPD, OMol25).

Cartesian coordinates (Å):
C (-0.154, 3.782, -2.892)
N (-0.152, 3.533, -1.345)
C (0.405, 2.219, -0.893)
N (1.789, 2.679, -0.990)
C (0.083, 0.894, -1.739)
O (0.952, 0.416, -2.488)
C (-1.287, 0.246, -1.731)
C (-1.220, -1.305, -2.295)
C (-1.972, -2.334, -1.390)
C (-1.699, -3.817, -1.652)
O (-2.413, -4.422, -2.455)
O (-0.939, -4.418, -0.685)
C (0.079, 1.983, 0.589)
C (0.266, 3.250, 1.436)
C (0.905, 0.879, 1.220)
C (0.338, 0.071, 2.463)
C (1.459, -0.711, 3.027)
C (1.712, -2.104, 2.936)
C (0.640, -2.994, 2.205)
N (0.937, -3.209, 0.777)
C (-0.665, -2.240, 2.154)
C (-0.810, -0.854, 2.156)
H (-0.981, 3.146, -3.241)
H (0.862, 3.446, -3.289)
H (-0.215, 4.785, -3.126)
H (0.407, 4.157, -0.810)
H (2.428, 1.971, -0.567)
H (2.074, 2.918, -1.961)
H (-1.701, 0.170, -0.688)
H (-1.984, 0.783, -2.329)
H (-0.260, -1.751, -2.454)
H (-1.603, -1.284, -3.352)
H (-3.022, -2.053, -1.618)
H (-1.665, -2.166, -0.316)
H (-0.583, -3.768, -0.095)
H (-1.001, 1.713, 0.663)
H (-0.124, 3.208, 2.409)
H (-0.327, 4.068, 0.963)
H (1.314, 3.538, 1.452)
H (0.911, 0.063, 0.494)
H (1.924, 1.263, 1.472)
H (0.088, 0.744, 3.246)
H (2.301, -0.191, 3.432)
H (2.654, -2.513, 3.390)
H (0.539, -3.997, 2.627)
H (1.568, -2.538, 0.494)
H (1.446, -4.111, 0.697)
H (-1.561, -2.790, 2.030)
H (-1.744, -0.356, 2.069)

Output
SMILES = CN[C@](N)(C(=O)CCCC(=O)O)[C@H](C)C[C@H]1C=C[C@@H](N)C=C1
Relative energy (zero: lowest compared OMol25 entry of this formula, charge and spin) = 6.350 eV
HOMO energy = -8.6 eV
Gap between HOMO and LUMO = 9.251 eV
LUMO energy = 0.62 eV